{
  "formula": "C30H50P4STi",
  "method": "wB97M-V/def2-TZVPD",
  "symbols": ["Ti", "P", "P", "P", "H", "C", "C", "H", "C", "C", "C", "C", "C", "C", "C", "C", "C", "H", "H", "H", "H", "H", "H", "H", "H", "H", "H", "H", "H", "H", "H", "H", "H", "H", "H", "H", "H", "H", "H", "H", "H", "H", "H", "H", "H", "H", "C", "C", "C", "C", "C", "C", "S", "H", "H", "H", "H", "H", "H", "C", "P", "C", "C", "C", "C", "C", "C", "C", "C", "C", "C", "C", "C", "H", "H", "H", "H", "H", "H", "H", "H", "H", "H", "H", "H", "H"],
  "coordinates": [[-0.71796, 0.36592, 0.39357], [-0.62486, -2.04150, 1.10037], [0.40297, -1.81027, -3.85959], [-1.69146, 1.04750, 2.47830], [-3.51887, 2.84172, -1.72989], [-2.77784, 2.87361, -0.91768], [-1.46120, 2.99355, -1.20294], [-1.21227, 3.28439, -2.23770], [-2.21167, -2.95978, 0.97796], [0.48136, -3.36805, 0.45689], [-0.25969, -2.19784, 2.90035], [0.12712, -1.55933, -5.61122], [1.91814, -2.68799, -3.46655], [-0.97152, -2.54964, -2.99336], [-2.44376, 2.69077, 2.34902], [-0.49891, 1.48792, 3.84535], [-3.22324, 0.07385, 2.93552], [-3.27659, 3.16656, -0.01075], [-0.59497, 3.14894, -0.53925], [-2.06343, -3.97977, 1.36304], [-2.51862, -3.02033, -0.07459], [-2.99870, -2.46802, 1.56174], [0.55431, -4.15931, 1.21537], [1.48457, -2.98487, 0.24810], [0.07706, -3.81922, -0.45475], [-0.18853, -3.26788, 3.14180], [-1.06799, -1.77053, 3.50445], [0.68816, -1.70284, 3.14394], [0.94707, -2.00887, -6.17968], [0.10259, -0.48198, -5.84478], [-0.83384, -2.01289, -5.91876], [2.05408, -3.53828, -4.15587], [1.89170, -3.03311, -2.41508], [2.76593, -1.98720, -3.57765], [-1.46055, -3.27989, -3.64153], [-1.71578, -1.82018, -2.67701], [-0.66190, -3.07629, -2.08493], [-3.06207, 2.86129, 3.22213], [-3.09548, 2.70157, 1.46324], [-1.68968, 3.46510, 2.23814], [-1.02240, 1.88207, 4.73742], [0.12087, 2.30708, 3.44593], [0.14232, 0.64232, 4.13127], [-3.96350, 0.74248, 3.40469], [-3.03870, -0.77720, 3.59901], [-3.67131, -0.31485, 2.00860], [-2.24487, 0.52230, -2.88517], [-3.27145, 0.07019, -2.02402], [-4.46870, -0.36519, -2.62094], [-4.74856, -0.04718, -3.95074], [-3.86643, 0.75209, -4.68782], [-2.56946, 0.84953, -4.22336], [-0.60278, 0.75455, -2.37984], [0.76696, -0.51356, -3.42797], [-3.14530, 0.13821, -0.95264], [-5.17477, -0.95602, -2.02797], [-5.66494, -0.42368, -4.38020], [-4.17362, 1.20135, -5.60836], [-1.79451, 1.34896, -4.79384], [2.72170, 0.04937, -0.84330], [1.74941, 0.57824, 0.58877], [2.59002, -0.41182, 1.92009], [2.62434, 0.11553, 3.22166], [3.16797, -0.62580, 4.26774], [3.73737, -1.87072, 4.02258], [3.71045, -2.41390, 2.73910], [3.19452, -1.65526, 1.68040], [2.62754, 2.19317, 0.88484], [4.00670, 2.27944, 1.19181], [4.56948, 3.53468, 1.47808], [3.79856, 4.69282, 1.40973], [2.45296, 4.59819, 1.04159], [1.88022, 3.35442, 0.74918], [2.50330, -0.99257, -1.10651], [3.78636, 0.16417, -0.59093], [2.45674, 0.68498, -1.69222], [2.25603, 1.12716, 3.39783], [3.12885, -0.20993, 5.27878], [4.19959, -2.41947, 4.83967], [4.12358, -3.40807, 2.53979], [3.27767, -2.05600, 0.66611], [4.63901, 1.40527, 1.15891], [5.61137, 3.59574, 1.79437], [4.24526, 5.66731, 1.64197], [1.85030, 5.49833, 0.95302], [0.82818, 3.29443, 0.45720]],
  "atomic_forces_ev_per_a": [[0.195, 0.562, -4.418], [-0.164, -1.918, 0.937], [1.288, 0.715, -0.034], [-1.197, 1.296, 2.706], [0.640, -0.020, 0.111], [-0.039, 1.005, -0.635], [-0.677, 1.305, -0.394], [0.082, -0.840, 0.522], [-0.114, 0.245, -0.128], [0.358, 0.296, -0.417], [-0.011, 0.211, -0.001], [-0.513, -0.183, -0.568], [0.443, -0.546, -0.220], [-0.486, -0.283, 0.364], [-0.491, 0.024, -1.078], [-0.139, -0.673, 0.132], [0.280, -0.075, 0.030], [0.353, -0.559, 0.245], [-0.926, 0.069, 0.108], [-0.023, 0.328, -0.077], [-0.043, 0.004, 0.256], [0.125, -0.174, -0.188], [-0.053, 0.289, -0.144], [-0.213, -0.179, 0.075], [0.017, 0.129, 0.221], [-0.024, 0.304, -0.078], [0.198, -0.036, -0.112], [-0.198, -0.166, 0.011], [-0.163, -0.018, 0.024], [-0.029, -0.437, 0.219], [0.513, 0.181, 0.045], [0.094, 0.170, 0.466], [-0.033, 0.048, -0.588], [-0.384, -0.383, -0.098], [0.062, 0.015, -0.086], [0.015, 0.110, -0.329], [0.278, 0.136, -0.366], [0.082, 0.102, 0.306], [0.259, 0.025, 0.858], [0.023, 0.106, 0.037], [0.022, -0.312, -0.513], [-0.153, -0.323, 0.004], [-0.241, 0.325, -0.031], [0.436, -0.184, -0.116], [0.064, 0.217, -0.108], [0.119, 0.164, 0.191], [-1.275, 0.061, -0.250], [0.231, -0.083, -1.654], [0.274, 0.061, 0.465], [0.017, 0.020, 0.425], [0.015, -1.137, 0.534], [0.389, 0.753, 0.885], [0.194, -0.207, 2.957], [-0.405, -0.896, -0.079], [0.060, -0.537, 0.361], [0.076, 0.457, -0.247], [-0.170, 0.293, -0.061], [0.022, -0.065, -0.540], [-0.097, -0.038, -0.195], [-0.352, -0.525, -0.731], [3.483, 0.625, 1.145], [-0.190, -0.087, 0.081], [-0.206, -0.159, -0.177], [-0.093, 0.460, 0.047], [-0.208, -0.329, 0.055], [0.248, 0.323, -0.279], [-0.336, -0.208, 0.036], [-0.332, -0.043, -0.250], [-0.592, 0.664, -0.117], [-0.130, -0.678, -0.021], [-0.445, 0.032, 0.016], [0.139, 0.084, -0.268], [0.027, 0.505, 0.594], [0.140, 0.161, -0.032], [-0.415, -0.042, -0.128], [0.159, -0.023, 0.027], [0.058, -0.314, 0.052], [0.258, -0.172, -0.357], [-0.167, 0.022, -0.146], [-0.023, 0.471, 0.107], [-0.087, 0.126, 0.384], [0.030, -0.142, 0.336], [-0.234, -0.053, -0.276], [-0.250, -0.470, -0.108], [0.111, -0.124, 0.031], [0.443, 0.140, 0.240]],
  "mulliken_spin": [1.15, 0.01, 0.00, 0.02, 0.00, -0.02, 0.06, 0.00, 0.00, 0.02, 0.02, 0.00, 0.00, 0.01, -0.01, 0.00, 0.00, 0.00, -0.03, 0.00, 0.00, 0.00, 0.00, 0.00, 0.00, 0.00, 0.00, 0.00, 0.00, 0.00, 0.00, 0.00, 0.00, 0.00, 0.00, 0.00, 0.00, 0.00, 0.00, 0.00, 0.00, 0.00, 0.00, 0.00, 0.00, 0.00, -0.01, 0.00, 0.01, -0.01, 0.01, -0.02, -0.13, 0.00, 0.01, 0.00, 0.00, 0.00, 0.00, 0.02, -0.05, 0.00, 0.00, 0.00, 0.00, 0.00, 0.00, -0.05, 0.00, 0.00, 0.00, 0.00, -0.01, 0.00, 0.00, 0.00, 0.00, 0.00, 0.00, 0.00, 0.00, 0.00, 0.00, 0.00, 0.00, 0.03],
  "total_charge": 3,
  "orbital_gap_ev": [4.85, 5.82],
  "e_tot_ha": -3785.171800,
  "s_squared": 0.83,
  "largest_force_ev_per_a": 4.457,
  "homo_ha": [-0.562, -0.568],
  "multiplicity": 2
}

=====

{
  "formula": "C9H18Cl2O6",
  "method": "wB97M-V/def2-TZVPD",
  "symbols": ["C", "C", "O", "C", "O", "O", "C", "H", "H", "H", "H", "H", "H", "H", "H", "C", "C", "O", "C", "O", "O", "C", "H", "H", "H", "H", "H", "H", "H", "H", "Cl", "C", "Cl", "H", "H"],
  "coordinates": [[0.21885, -8.93215, 0.82542], [1.57757, -8.55102, 1.19704], [1.54980, -7.25834, 1.94694], [2.39821, -6.27484, 1.83513], [3.28248, -6.16852, 1.04348], [2.05208, -5.36723, 2.77382], [2.75632, -4.14536, 3.10507], [-0.29720, -8.02193, 0.51995], [-0.32694, -9.34605, 1.67329], [0.15526, -9.74738, 0.10469], [2.25244, -8.50597, 0.34226], [1.93170, -9.22919, 1.97342], [2.78587, -4.03909, 4.18947], [2.17135, -3.32580, 2.68765], [3.78553, -3.96951, 2.79217], [-1.26965, 5.45987, -0.85623], [-0.83680, 6.86928, -0.43412], [-0.61838, 7.62783, -1.68023], [-0.55749, 8.97135, -1.73700], [-0.94620, 9.63242, -0.83903], [-0.06728, 9.32377, -2.89122], [0.12240, 10.70908, -3.27285], [-1.68725, 4.82504, -0.07476], [-0.35282, 5.09126, -1.31628], [-2.01744, 5.49298, -1.64858], [0.20916, 6.87802, -0.12755], [-1.54446, 7.40343, 0.19991], [0.70462, 11.28174, -2.55092], [-0.81106, 11.25466, -3.41102], [0.61982, 10.70757, -4.24273], [-2.07275, -2.77392, -0.38061], [-3.44900, -3.87220, -0.40347], [-5.02445, -2.97717, -0.44654], [-3.20118, -4.42779, -1.30790], [-3.49312, -4.59485, 0.41134]],
  "atomic_forces_ev_per_a": [[-1.877, -0.063, 0.246], [1.968, 0.884, 1.231], [-1.599, -1.621, -0.072], [0.366, 1.041, 0.178], [0.879, 0.085, -0.561], [0.307, 0.093, 0.600], [-0.257, 0.317, -0.329], [-0.285, -0.297, -0.466], [-0.041, 0.309, 0.256], [0.323, 0.390, -0.419], [0.135, 0.289, 0.244], [0.505, -0.134, -0.372], [-0.377, -0.336, -0.030], [-0.048, -0.016, 0.075], [-0.008, -0.939, -0.585], [0.482, 0.853, -0.638], [0.229, 0.857, -1.092], [-0.154, -0.661, -1.406], [-0.610, -2.268, 0.929], [-0.363, 2.221, 1.319], [0.763, 0.677, -1.671], [-0.307, 0.125, 0.241], [0.499, 0.164, 0.198], [-0.285, -0.839, 0.112], [-0.066, 0.269, 0.034], [-0.424, -0.322, 1.301], [0.307, 0.006, 0.099], [0.113, -0.373, 0.130], [-0.280, -0.383, 0.196], [0.096, -0.326, 0.248], [0.115, 0.236, 0.657], [-0.146, -0.178, -0.610], [0.897, -0.675, -0.157], [-1.076, 0.033, -0.120], [0.217, 0.584, 0.234]],
  "nbo_charge": [-0.64, -0.06, -0.52, 1.00, -0.64, -0.52, -0.25, 0.23, 0.21, 0.23, 0.21, 0.19, 0.19, 0.19, 0.20, -0.64, -0.06, -0.54, 0.99, -0.64, -0.50, -0.25, 0.22, 0.22, 0.22, 0.19, 0.20, 0.20, 0.19, 0.20, -0.02, -0.39, -0.04, 0.22, 0.22],
  "orbital_gap_ev": 11.06,
  "e_tot_ha": -1725.509724,
  "smiles": "CCOC(=O)OC.CCOC(=O)OC.ClCCl",
  "largest_force_ev_per_a": 2.608,
  "homo_ha": -0.385
}

=====

{
  "formula": "C6H10O2",
  "method": "wB97M-V/def2-TZVPD",
  "symbols": ["C", "C", "C", "C", "C", "O", "C", "O", "H", "H", "H", "H", "H", "H", "H", "H", "H", "H"],
  "coordinates": [[0.66727, 2.91704, -0.12853], [0.32421, 1.47300, 0.15928], [-0.08565, 0.66306, -0.84636], [-0.30723, -0.68893, -0.55775], [0.67460, -1.51392, 0.16623], [0.94972, -2.72531, -0.48055], [-0.68592, -1.24209, 0.74491], [-1.59003, -2.35669, 0.69803], [0.36911, 3.11308, -1.23156], [1.67390, 3.21519, 0.19648], [-0.06778, 3.39295, 0.46079], [0.38966, 1.13249, 1.23547], [-0.21454, 0.97463, -1.90421], [-0.67832, -1.29961, -1.46225], [1.53949, -1.15063, 0.50531], [0.15800, -3.25140, -0.46639], [-0.81340, -0.62055, 1.66864], [-2.30309, -2.03231, 1.24246]],
  "atomic_forces_ev_per_a": [[-0.790, -1.005, -1.401], [0.329, 0.035, -1.171], [0.748, 2.857, 1.113], [-1.477, -2.142, -2.849], [-2.566, -2.379, -1.571], [0.493, -0.284, 0.523], [-0.238, -1.173, 1.144], [0.723, 0.780, 0.320], [1.087, -0.025, 1.797], [-0.322, -0.007, -0.465], [-0.568, 1.519, 0.705], [0.007, 0.252, -1.431], [0.348, 0.159, 0.958], [0.245, 0.870, 1.681], [2.940, 1.912, 1.612], [-0.577, -0.531, 0.050], [0.292, -0.422, -1.095], [-0.673, -0.416, 0.081]],
  "nbo_charge": [-0.64, -0.20, -0.20, -0.33, 0.09, -0.69, 0.06, -0.71, 0.21, 0.22, 0.21, 0.19, 0.22, 0.23, 0.19, 0.48, 0.19, 0.48],
  "orbital_gap_ev": 9.16,
  "e_tot_ha": -384.988958,
  "smiles": "C/C=C/[C@H]1[C@H](O)[C@@H]1O",
  "largest_force_ev_per_a": 3.860,
  "homo_ha": -0.310
}